The following is a quantum chemistry calculation of 8 unconnected molecules or ions with the total composition C42H38F7IOPS, from the Open Molecules 2025 dataset.

Charge: +1
HOMO-LUMO gap in eV: 6.5
LUMO in eV: -4.04
E_HOMO in eV: -10.6

Last column: Mulliken charge in e.
CARTESIAN COORDINATES (ANGSTROEM)
I: 1.84 2.45 -6.13  0.065
S: -0.42 4.48 -4.55  -0.210
P: 1.12 2.83 -3.88  0.441
F: 1.78 2.79 2.56  -0.341
F: 1.88 5.47 -1.44  -0.417
F: -3.19 5.48 -3.78  -0.406
F: -0.19 -3.61 1.70  -0.303
F: -1.86 -5.42 6.41  -0.324
F: 3.40 -1.31 -3.28  -0.324
F: -4.54 -1.19 -3.02  -0.329
O: 2.34 3.70 -3.34  -0.293
C: -5.26 2.66 -4.67  -0.325
C: 2.57 0.60 2.85  -0.607
C: -5.87 2.40 -3.45  -0.684
C: 3.11 -0.55 2.29  -0.415
C: 3.89 6.64 -1.00  -0.600
C: 1.64 -5.50 7.30  -0.259
C: -2.57 -1.81 -1.90  -0.782
C: 1.06 -3.31 6.52  -0.306
C: 2.83 5.92 -0.52  0.767
C: -0.58 -5.02 6.61  0.385
C: 2.00 -4.20 7.01  -0.629
C: -2.43 -2.91 1.71  -0.392
C: 2.72 -3.28 -4.37  -0.649
C: 2.56 1.64 0.66  -0.253
C: -4.67 4.23 -2.44  -0.629
C: -5.58 3.19 -2.35  -0.266
C: 0.33 -5.93 7.10  -0.618
C: 4.83 7.07 -0.07  -0.309
C: -3.72 -3.09 2.18  -0.503
C: -4.08 4.46 -3.67  0.490
C: -4.35 3.70 -4.79  -0.313
C: -1.70 -4.79 3.06  -0.721
C: 2.00 -4.47 -4.33  -0.331
C: 1.30 -4.83 -3.19  -0.777
C: 3.37 -0.61 0.93  -0.724
C: 2.31 1.67 2.02  0.540
C: 4.67 6.77 1.28  -0.639
C: 2.03 -2.81 -2.10  -0.168
C: -1.32 -1.45 -1.42  -0.317
C: -2.88 0.43 -2.76  -0.174
C: 2.62 5.60 0.80  -0.537
C: -3.01 -4.95 3.52  -0.242
C: 2.71 -2.48 -3.25  0.376
C: -1.62 0.77 -2.26  -0.315
C: -0.84 -0.16 -1.59  -0.879
C: 3.10 0.48 0.12  -0.389
C: -4.02 -4.10 3.08  -0.687
C: -3.32 -0.86 -2.56  0.296
C: -1.45 -3.77 2.17  0.525
C: 1.32 -4.00 -2.07  -0.298
C: -0.25 -3.71 6.31  -0.294
C: 3.57 6.04 1.71  -0.433
H: -2.97 -2.81 -1.77  0.561
H: -3.22 -5.73 4.23  0.397
H: 2.37 -6.20 7.68  0.366
H: 3.45 5.81 2.76  0.404
H: -3.49 1.15 -3.28  0.294
H: -6.06 2.99 -1.40  0.397
H: 2.15 4.38 -2.65  0.432
H: 3.30 0.43 -0.95  0.453
H: -2.16 -2.12 1.03  0.632
H: 3.02 -3.87 7.17  0.388
H: 5.40 7.11 2.00  0.397
H: 3.99 6.85 -2.05  0.407
H: -5.02 -4.23 3.45  0.405
H: 3.32 -1.41 2.92  0.426
H: 2.05 -2.14 -1.24  0.478
H: 2.35 2.52 0.06  0.353
H: -3.88 3.94 -5.74  0.450
H: -1.01 -3.04 5.93  0.467
H: 1.75 5.03 1.11  0.503
H: -4.43 4.87 -1.60  0.453
H: 5.69 7.64 -0.40  0.379
H: 2.36 0.67 3.91  0.470
H: -5.49 2.05 -5.53  0.381
H: -0.90 -5.44 3.39  0.488
H: 0.34 5.60 -4.61  0.301
H: 0.78 -4.28 -1.18  0.433
H: -6.57 1.58 -3.37  0.446
H: 3.78 -1.51 0.50  0.524
H: -0.95 4.83 -3.35  0.304
H: -4.51 -2.42 1.83  0.388
H: 0.14 0.10 -1.21  0.564
H: 1.34 -2.28 6.29  0.401
H: -1.26 1.78 -2.40  0.527
H: 0.75 -5.76 -3.16  0.418
H: -0.71 -2.19 -0.91  0.585
H: 2.00 -5.12 -5.19  0.370
H: 3.28 -2.98 -5.24  0.452
H: 0.02 -6.94 7.32  0.432

=====

The following is a quantum chemistry calculation of a molecular structure, C42H38F9N3O2PPtSe, from the Open Molecules 2025 dataset.

2S+1: 3
Charge: +1
HOMO-LUMO gap (alpha / beta) in eV: 8.6 / 7.0
LUMO (alpha / beta) in eV: -2.46 / -4.59
<S²>: 2.009
ΔE to the lowest compared entry with this formula, charge and spin in kcal per mole: 2.5
E_HOMO (alpha / beta) in eV: -11.0 / -11.6

Last column: Mulliken charge in e.
CARTESIAN COORDINATES (ANGSTROEM)
Pt: -0.46 0.74 -0.44  2.140
Se: -1.33 1.80 1.53  -0.381
P: 0.97 -0.25 -2.07  0.420
F: -2.94 0.70 -7.30  -0.245
F: 7.58 0.15 -2.62  -0.247
F: 7.16 2.27 -2.51  -0.262
F: -1.09 0.47 -8.40  -0.257
F: 1.11 -6.77 -0.42  -0.246
F: 1.78 -5.92 1.45  -0.269
F: 7.12 1.25 -4.43  -0.265
F: 3.20 -6.29 -0.14  -0.260
F: -2.28 -1.28 -7.89  -0.283
O: -1.82 -0.88 -1.23  -0.790
O: -3.42 -1.26 -2.75  -0.703
N: -1.94 1.80 -1.76  0.188
N: -1.84 -0.26 3.43  0.897
N: 0.31 0.17 3.27  1.721
C: 1.59 0.60 2.72  -0.418
C: 1.22 -1.97 -1.48  0.394
C: 3.45 0.78 -1.46  -0.627
C: 1.98 2.05 3.01  -0.579
C: 0.06 0.91 -4.37  -0.699
C: -1.20 -1.03 4.40  0.877
C: -4.88 2.49 3.15  -1.296
C: -2.77 0.98 -2.40  0.874
C: -2.99 3.67 -2.77  -0.752
C: -0.92 0.46 2.77  -1.345
C: -1.11 -0.20 -6.14  0.307
C: -1.71 -1.92 5.34  -0.931
C: 1.07 -1.31 5.18  -0.998
C: -3.74 1.45 -3.26  -0.699
C: -2.68 -0.53 -2.12  -0.098
C: 4.79 1.08 -1.67  -1.039
C: 2.23 -4.15 -1.67  -1.291
C: -1.86 -0.09 -7.44  0.740
C: 0.57 -2.17 6.14  -0.852
C: -2.04 3.12 -1.93  -0.429
C: -4.00 1.90 4.24  0.192
C: 3.25 -0.02 -3.72  -0.403
C: 0.16 -0.75 4.30  0.465
C: -0.29 -1.48 -4.29  -0.296
C: -0.60 0.97 -5.58  -1.184
C: 1.99 -2.88 -2.19  0.083
C: 5.34 0.82 -2.92  0.179
C: 6.80 1.13 -3.13  0.880
C: 0.69 -2.34 -0.24  0.257
C: 1.95 -5.88 0.12  0.800
C: -0.96 -1.42 -5.50  -0.967
C: 1.70 -4.50 -0.44  0.247
C: 0.61 2.71 5.07  -0.883
C: -3.27 -0.30 3.17  -1.024
C: -3.85 2.82 -3.45  -0.522
C: 2.00 2.45 4.49  -0.735
C: -0.80 -2.48 6.21  -0.781
C: -4.07 0.37 4.29  -0.709
C: 2.68 0.22 -2.47  0.531
C: 4.58 0.28 -3.94  -1.067
C: 0.22 -0.32 -3.72  0.403
C: 0.93 -3.60 0.28  -1.192
H: 0.52 -3.89 1.24  0.581
H: 0.69 3.28 6.00  0.472
H: 5.39 1.53 -0.89  0.436
H: 2.59 3.36 4.57  0.452
H: 2.51 1.68 5.07  0.269
H: 0.46 1.81 -3.92  0.551
H: -3.56 -1.34 3.05  0.472
H: -4.61 3.22 -4.11  0.475
H: 2.42 -2.61 -3.14  0.539
H: -0.22 -2.42 -3.76  0.521
H: -3.45 0.21 2.23  0.301
H: -3.70 0.02 5.26  0.435
H: 2.34 -0.07 3.12  0.702
H: -5.11 0.05 4.21  0.454
H: -4.79 3.57 3.12  0.365
H: -4.31 2.30 5.21  0.390
H: -0.74 1.92 -6.08  0.462
H: 5.03 0.10 -4.91  0.477
H: 2.99 2.17 2.59  0.574
H: 2.13 -1.08 5.14  0.426
H: 1.55 0.45 1.64  -0.596
H: -1.15 -3.16 6.97  0.451
H: -2.76 -2.17 5.38  0.500
H: -3.06 4.74 -2.88  0.457
H: -4.61 2.10 2.16  0.243
H: -1.34 3.74 -1.38  0.532
H: 1.32 2.72 2.46  0.165
H: 0.07 1.79 5.31  0.078
H: 2.66 -0.44 -4.52  0.490
H: -5.93 2.24 3.32  0.380
H: -1.39 -2.31 -5.94  0.473
H: 3.00 0.99 -0.49  0.441
H: 0.06 -1.65 0.30  -0.075
H: 1.24 -2.60 6.87  0.446
H: 2.82 -4.86 -2.22  0.444
H: 0.01 3.30 4.37  0.225
H: -2.96 2.21 4.09  -0.218
H: -4.37 0.73 -3.76  0.642

=====

The following is a quantum chemistry calculation of a molecular structure, C42H38I2IrN6O3, from the Open Molecules 2025 dataset.

2S+1: 6
Charge: +2
HOMO-LUMO gap (alpha / beta) in eV: 6.7 / 4.6
LUMO (alpha / beta) in eV: -5.82 / -7.96
<S²>: 8.794
ΔE to the lowest compared entry with this formula, charge and spin in kcal per mole: 14.7
E_HOMO (alpha / beta) in eV: -12.5 / -12.5

Last column: Mulliken charge in e.
CARTESIAN COORDINATES (ANGSTROEM)
Ir: 0.13 0.38 -0.08  5.475
I: 3.00 4.12 -6.04  0.243
I: -2.48 2.88 -4.14  0.197
O: -1.70 -0.56 -0.88  -0.944
O: -3.81 -0.21 -2.41  -0.694
O: -0.67 1.51 -1.87  0.027
N: -0.59 1.98 1.35  -0.352
N: 1.93 0.98 -1.69  0.315
N: -0.57 -2.55 -1.00  -1.457
N: 0.32 -1.89 -0.29  0.463
N: 2.07 -0.32 0.94  0.801
N: -1.33 -0.49 1.95  1.216
C: 1.80 3.17 -4.67  -0.203
C: -2.88 0.22 3.71  -2.355
C: -2.86 -2.40 1.69  1.324
C: 2.97 0.49 1.50  -1.025
C: -1.88 0.44 2.61  0.852
C: 4.12 1.02 -2.64  -1.448
C: 3.20 0.60 -1.68  -0.080
C: 1.09 3.76 1.58  0.877
C: 1.20 5.46 -0.13  -1.115
C: -2.16 -4.56 2.50  -1.037
C: 1.29 -2.47 0.30  -1.028
C: 0.07 2.01 -2.75  -0.531
C: -1.68 -1.86 2.21  -1.238
C: 0.31 -1.96 3.77  -1.554
C: -0.03 5.05 -0.63  -0.825
C: -3.95 -1.54 1.07  -1.721
C: 2.37 2.31 -3.65  0.705
C: -3.67 -1.53 -2.69  0.701
C: -1.06 -3.98 3.11  -0.900
C: -0.70 3.97 -0.07  1.212
C: -0.81 -2.62 2.98  1.150
C: -1.97 2.99 3.08  -2.238
C: -4.55 -3.45 -3.84  -0.370
C: -1.44 1.84 2.28  1.528
C: 0.43 3.35 -4.77  -0.265
C: 1.52 1.79 -2.68  0.040
C: -4.62 -2.11 -3.53  -0.785
C: 1.73 4.85 0.99  -1.051
C: -2.58 -3.70 -2.52  -0.664
C: -1.59 -1.77 -1.33  0.949
C: -2.11 3.61 -0.48  -1.137
C: 1.55 3.23 2.92  -1.583
C: -0.06 3.26 0.95  -0.523
C: 4.24 -1.35 2.30  -0.913
C: 2.26 -1.65 1.00  1.130
C: -3.53 -4.26 -3.33  -0.963
C: -0.44 2.76 -3.87  -0.399
C: 3.71 1.89 -3.62  -0.650
C: 3.33 -2.19 1.68  -0.783
C: 4.07 0.02 2.19  -1.074
C: -3.06 -3.77 1.82  -0.896
C: -2.62 -2.33 -2.19  0.012
H: 4.78 0.72 2.62  0.532
H: -4.77 -1.43 1.78  0.464
H: -5.31 -3.88 -4.48  0.419
H: -2.33 -5.63 2.58  0.450
H: 4.40 2.25 -4.37  0.283
H: 2.81 1.55 1.35  0.612
H: -1.67 2.90 4.12  0.423
H: -2.20 2.59 -0.86  -0.067
H: -2.79 3.69 0.38  0.269
H: -3.03 -0.84 3.89  0.458
H: 3.45 -3.27 1.71  0.583
H: 2.63 5.24 1.45  0.540
H: -3.06 2.99 3.06  0.495
H: -5.40 -1.47 -3.92  0.501
H: -3.10 0.05 -1.83  0.096
H: 5.14 0.64 -2.62  0.485
H: 0.03 3.95 -5.58  0.439
H: -3.61 -0.55 0.78  0.019
H: 1.05 3.80 3.71  0.371
H: 1.71 6.30 -0.58  0.488
H: -0.39 -4.59 3.73  0.490
H: -2.48 4.29 -1.24  0.454
H: 5.08 -1.76 2.85  0.469
H: 1.39 -3.55 0.27  0.419
H: -3.84 0.67 3.45  0.383
H: -1.77 -4.30 -2.13  0.479
H: -3.96 -4.21 1.39  0.537
H: 2.62 3.36 3.06  0.520
H: -1.60 3.94 2.69  0.497
H: -3.49 -5.31 -3.58  0.436
H: 0.74 -1.11 3.25  -0.006
H: 1.30 2.18 3.08  0.178
H: 3.51 -0.07 -0.88  0.431
H: -0.50 5.60 -1.44  0.517
H: -4.37 -2.02 0.18  0.558
H: -0.08 -1.60 4.72  0.360
H: 1.10 -2.67 4.00  0.442
H: -2.54 0.70 4.63  0.563

=====

The following is a quantum chemistry calculation of a molecular structure, C42H39AgBClN3O4Te, from the Open Molecules 2025 dataset.

2S+1: 2
Charge: -2
HOMO-LUMO gap (alpha / beta) in eV: 3.0 / 5.5
LUMO (alpha / beta) in eV: 3.78 / 3.77
<S²>: 0.785
E_HOMO (alpha / beta) in eV: 0.7 / -1.7

Last column: natural (NBO) charge in e.
CARTESIAN COORDINATES (ANGSTROEM)
Te: 0.79 -1.85 -3.70  0.600
Ag: -0.55 0.78 -0.23  0.856
Cl: -4.66 -3.22 4.72  -0.097
O: -2.69 0.39 0.50  -0.790
O: -0.89 4.47 -1.25  -0.644
O: -0.18 2.66 -2.69  -0.770
O: -2.32 2.67 -1.50  -0.654
N: 1.76 1.11 0.43  -0.589
N: -0.08 0.28 -2.47  -0.817
N: -0.28 0.67 2.21  -0.475
C: 1.14 1.53 4.04  -0.300
C: -2.32 -0.63 2.65  -0.213
C: -1.26 -2.79 -1.61  -0.017
C: -0.22 -2.48 -0.57  -0.630
C: 1.77 -7.30 -7.23  -0.622
C: -0.32 1.25 -3.18  0.476
C: 2.74 1.27 -0.46  0.008
C: 1.27 -3.64 -6.28  -0.073
C: 2.34 2.06 4.46  -0.230
C: 1.41 -6.11 -5.04  -0.244
C: -2.02 4.68 -0.52  0.224
C: -1.05 -2.64 -3.00  -0.247
C: -4.03 -2.17 3.44  -0.124
C: 3.22 1.96 2.18  -0.075
C: -2.35 5.75 0.27  -0.253
C: -4.73 -2.04 2.24  -0.253
C: 1.21 -2.35 -7.08  -0.645
C: -2.86 -1.48 3.63  -0.191
C: -0.75 1.31 -4.63  -0.710
C: -4.24 -1.20 1.26  -0.274
C: -4.41 4.60 0.82  -0.233
C: -1.96 -2.84 -5.40  -0.637
C: 1.54 -6.05 -6.42  -0.022
C: -4.07 3.51 0.02  -0.258
C: 1.48 -4.81 -7.02  -0.243
C: 3.98 1.77 -0.12  -0.308
C: -3.04 -0.43 1.42  0.398
C: 1.96 1.44 1.73  0.250
C: -2.50 -3.23 -1.16  -0.178
C: -1.03 -0.02 2.98  0.092
C: 1.13 -3.70 -4.88  -0.200
C: -2.87 3.59 -0.65  0.310
C: 1.13 -5.14 -2.77  -0.645
C: -4.87 -4.01 -1.50  -0.627
C: -3.30 -3.42 -3.39  -0.238
C: -3.57 5.70 0.94  -0.240
C: -2.08 -2.96 -3.90  -0.044
C: 0.91 1.20 2.68  0.018
C: -3.54 -3.54 -2.04  -0.018
C: 3.39 2.27 3.56  -0.331
C: 4.22 2.13 1.21  -0.261
C: 1.22 -4.97 -4.27  -0.030
B: -1.06 3.20 -1.84  1.237
H: -4.80 -5.02 -1.10  0.207
H: 0.33 -2.36 -7.74  0.207
H: 0.14 -4.86 -2.39  0.239
H: -3.86 6.53 1.58  0.197
H: 1.77 -7.08 -8.30  0.203
H: 2.47 2.33 5.50  0.182
H: 2.72 -7.77 -6.98  0.206
H: -1.24 -2.06 -5.68  0.226
H: 2.09 -2.25 -7.71  0.203
H: -5.63 -4.00 -2.28  0.198
H: -0.67 -0.26 3.99  0.135
H: -2.93 -2.59 -5.84  0.201
H: -4.10 -3.65 -4.09  0.186
H: -5.65 -2.60 2.09  0.202
H: 1.14 -1.47 -6.45  0.236
H: -1.76 0.89 -4.72  0.223
H: 1.32 -6.17 -2.49  0.194
H: 1.47 -7.07 -4.54  0.188
H: -5.20 -3.36 -0.68  0.225
H: -5.35 4.58 1.37  0.201
H: 2.50 0.98 -1.48  0.194
H: 0.98 -8.04 -7.04  0.207
H: 1.58 -4.73 -8.10  0.185
H: -2.67 -3.30 -0.09  0.209
H: -0.50 -2.89 0.40  0.211
H: -1.60 -3.77 -5.84  0.217
H: 1.85 -4.49 -2.26  0.228
H: -0.09 0.70 -5.24  0.223
H: -0.13 -1.40 -0.48  0.229
H: 0.32 1.43 4.75  0.191
H: 5.18 2.53 1.51  0.179
H: -0.77 2.33 -5.02  0.208
H: -4.76 -1.09 0.32  0.199
H: -1.67 6.59 0.37  0.213
H: 0.77 -2.85 -0.85  0.219
H: 4.74 1.89 -0.88  0.190
H: 4.34 2.67 3.89  0.180
H: -4.69 2.63 -0.07  0.238
H: -2.32 -1.60 4.56  0.203

=====

The following is a quantum chemistry calculation of a molecular structure, C42H39CrN3O3P2S, from the Open Molecules 2025 dataset.

2S+1: 4
Charge: +1
HOMO-LUMO gap (alpha / beta) in eV: 6.3 / 7.0
LUMO (alpha / beta) in eV: -4.14 / -3.48
<S²>: 3.824
ΔE to the lowest compared entry with this formula, charge and spin in kcal per mole: 0.0
E_HOMO (alpha / beta) in eV: -10.5 / -10.5

Last column: Mulliken charge in e.
CARTESIAN COORDINATES (ANGSTROEM)
Cr: 1.88 0.44 -0.04  -0.203
S: -6.14 -0.20 1.20  -0.131
P: -0.15 -0.67 -0.77  1.728
P: -0.61 2.10 -1.10  0.190
O: 2.58 1.11 -1.59  -0.108
O: 4.81 -2.53 3.40  -0.636
O: 1.68 -0.21 1.77  1.259
N: 3.66 -1.27 1.38  -0.990
N: -1.33 0.51 -0.83  0.367
N: 3.46 -0.72 0.13  0.314
C: 3.67 -2.55 5.44  -0.731
C: 5.17 -0.50 -4.37  -0.773
C: -2.73 0.17 -1.14  -1.704
C: 4.30 -1.02 -0.81  -0.399
C: -2.10 -4.11 0.23  -0.892
C: 1.08 -2.11 -4.93  -0.634
C: 5.15 -1.00 -3.10  -0.844
C: -0.81 -2.03 1.55  -0.031
C: 1.08 -2.38 -2.55  -0.465
C: -2.79 3.57 0.06  -0.451
C: 2.68 -0.93 2.19  0.615
C: 2.10 3.12 1.78  -0.997
C: -4.40 4.71 -1.31  -0.629
C: -2.57 3.55 -2.33  -0.326
C: -2.08 -4.06 1.62  -0.718
C: 2.59 -2.21 6.23  -0.410
C: 3.73 -2.16 4.11  0.454
C: 1.51 -2.79 -3.80  -0.819
C: -3.60 0.13 0.11  1.139
C: 4.26 -0.49 -2.13  0.438
C: -3.72 4.32 -2.45  -0.630
C: -0.20 -0.61 -3.56  -0.732
C: 0.22 -1.29 -2.42  0.598
C: 1.54 -1.45 5.71  -1.406
C: -1.47 -3.11 -0.50  -0.860
C: -1.43 -3.03 2.28  -0.727
C: 3.46 1.10 -3.77  -0.486
C: 3.41 0.58 -2.47  0.464
C: -0.83 -2.07 0.16  0.437
C: -6.14 1.55 1.65  -0.728
C: 1.53 2.69 2.97  -0.574
C: 0.16 2.29 0.56  -0.228
C: -3.94 4.34 -0.06  -0.651
C: 4.31 0.56 -4.71  -0.567
C: 0.28 2.06 2.96  -1.132
C: -0.38 1.84 1.77  0.981
C: 1.60 -1.05 4.39  -0.204
C: -5.06 -0.14 -0.24  -0.907
C: -2.10 3.16 -1.08  0.537
C: 1.42 2.93 0.58  -0.427
C: 2.68 -1.39 3.57  -0.085
C: 0.23 -1.02 -4.81  -0.705
H: 4.71 -2.20 2.48  0.537
H: 2.18 -3.64 -3.89  0.453
H: -5.30 5.31 -1.40  0.423
H: 1.42 -2.43 -5.91  0.422
H: -3.12 0.92 -1.84  0.733
H: -3.51 1.09 0.62  -0.565
H: 3.06 3.61 1.79  0.475
H: -0.15 1.72 3.89  0.464
H: -1.49 -3.15 -1.58  0.488
H: 2.57 -2.53 7.26  0.407
H: 2.80 1.92 -4.02  0.518
H: -2.60 -4.92 -0.28  0.459
H: 4.49 -3.14 5.83  0.471
H: -2.57 -4.84 2.19  0.432
H: 4.33 0.97 -5.71  0.458
H: -4.46 4.67 0.83  0.495
H: -5.17 1.86 2.05  0.152
H: -3.23 -0.64 0.79  -0.019
H: -5.44 0.61 -0.94  0.358
H: -5.16 -1.11 -0.72  0.413
H: 5.84 -0.91 -5.11  0.440
H: -0.30 -1.22 2.06  0.295
H: 1.42 -2.92 -1.66  0.545
H: 0.80 -0.46 3.96  0.286
H: -6.89 1.67 2.43  0.413
H: 5.81 -1.82 -2.82  0.432
H: -0.10 -0.50 -5.70  0.468
H: -4.07 4.62 -3.43  0.440
H: -2.43 3.31 1.05  0.371
H: -2.02 3.26 -3.22  0.401
H: -2.76 -0.79 -1.66  0.689
H: -1.33 1.31 1.76  0.214
H: 1.83 3.30 -0.35  0.647
H: -6.41 2.17 0.80  0.221
H: 0.70 -1.18 6.33  0.463
H: 2.05 2.84 3.90  0.422
H: -1.41 -3.00 3.36  0.524
H: 5.09 -1.72 -0.55  0.376
H: -0.85 0.25 -3.47  0.195

=====

The total energy results, record by record, are as follows: -3434.54698; -5698.84757; -2876.66618; -2989.29828; -4139.13022 Eh.